Below is a structure of composition C49H38AsFeN2O3PS2Se2, with properties calculated with ωB97M-V with the def2-TZVPD basis set.

XYZ file:
```
99
Properties=species:S:1:pos:R:3:forces:R:3:lowdin_spin:R:1
Fe -0.6497 1.0590 1.1994 0.0 -0.6 0.2 3.7206
Se -2.9398 3.3009 -0.4378 -0.5 0.2 -0.3 0.0023
Se -1.5017 3.9935 1.2017 0.3 0.1 0.4 0.0206
C 0.1330 3.6381 0.2206 -0.3 0.0 -0.5 0.0063
C 1.2117 4.5001 0.2606 -0.1 0.1 0.0 0.0001
C 2.2506 4.2708 -0.6309 -0.1 -0.1 0.1 0.0018
C 2.1562 3.2028 -1.5094 0.0 0.2 -0.2 0.0004
C 1.0632 2.3543 -1.4180 0.0 0.0 -0.1 0.0033
N 0.0662 2.5618 -0.5585 0.2 -0.1 0.4 0.0192
C -3.6493 1.6973 0.3428 0.2 0.1 0.4 0.0047
C -4.8905 1.2600 -0.0946 0.0 0.1 0.0 0.0000
C -5.4294 0.1335 0.4953 0.1 0.1 0.0 0.0025
C -4.7174 -0.4955 1.5059 -0.1 -0.1 0.1 -0.0001
C -3.4881 0.0134 1.8691 -0.1 0.1 0.1 0.0040
N -2.9523 1.0969 1.2970 0.2 -0.1 -0.2 0.0193
H 1.2242 5.3301 0.9529 0.0 0.1 0.0 0.0001
H 3.1079 4.9311 -0.6401 0.0 0.0 0.0 0.0001
H 2.9207 3.0301 -2.2533 0.0 -0.1 0.0 0.0001
H 0.9547 1.4942 -2.0682 0.1 -0.1 0.1 0.0001
H -5.4052 1.7947 -0.8811 -0.1 0.0 0.0 0.0001
H -6.3925 -0.2428 0.1780 0.0 0.0 0.0 0.0001
H -5.1021 -1.3756 2.0000 0.0 0.0 0.0 0.0000
H -2.8961 -0.4545 2.6457 0.0 0.0 -0.1 0.0001
O -2.5327 -0.6528 -0.7650 -0.1 -0.4 -0.5 0.0081
C -1.5772 -1.2731 -0.3150 0.0 0.7 -0.1 0.0118
O -0.5556 -0.6707 0.2149 0.2 -0.1 0.5 0.0746
C -1.6299 -2.7913 -0.3090 0.7 -0.2 0.2 0.0017
C -2.9096 -3.3377 -0.4235 0.0 0.1 0.0 0.0004
C -3.1118 -4.6991 -0.3330 -0.2 0.0 0.0 0.0001
C -2.0336 -5.5416 -0.1306 0.1 -0.3 0.0 0.0001
C -0.7566 -5.0254 -0.0548 0.0 0.2 0.0 0.0000
C -0.5205 -3.6521 -0.1479 -0.7 0.5 -0.1 0.0002
P 1.2442 -3.1012 -0.1093 -0.1 -0.1 0.0 0.0002
C 1.8107 -4.1094 -1.5404 0.1 0.2 0.0 0.0001
C 0.9937 -4.1886 -2.6722 0.1 -0.1 0.0 0.0000
C 1.4522 -4.7884 -3.8341 0.0 0.0 0.0 0.0000
C 2.7323 -5.3220 -3.8848 0.0 0.0 -0.1 0.0000
C 3.5612 -5.2234 -2.7786 0.1 0.0 0.0 0.0000
C 3.1168 -4.5909 -1.6270 -0.1 0.0 0.0 0.0000
C 1.6478 -4.0742 1.3988 0.2 0.1 0.0 0.0001
C 2.3797 -5.2522 1.4861 0.0 0.1 0.0 0.0000
C 2.6318 -5.8226 2.7267 0.1 -0.1 0.1 0.0000
C 2.1290 -5.2495 3.8828 0.0 0.0 0.0 0.0000
C 1.3665 -4.0911 3.8004 0.0 0.0 0.0 0.0000
C 1.1454 -3.5012 2.5695 0.1 0.0 0.0 0.0000
H -3.7369 -2.6573 -0.5775 0.0 0.0 0.0 0.0000
H -4.1107 -5.1076 -0.4114 0.0 0.0 0.0 0.0000
H -2.1857 -6.6094 -0.0393 0.0 0.0 0.0 0.0000
H 0.0807 -5.6968 0.0869 0.0 0.0 0.0 0.0000
H -0.0089 -3.7808 -2.6435 0.0 0.0 0.0 0.0000
H 0.8097 -4.8400 -4.7037 0.0 0.0 0.0 0.0000
H 3.0865 -5.8014 -4.7879 0.0 0.0 0.0 0.0000
H 4.5643 -5.6299 -2.8143 0.0 0.0 0.0 0.0000
H 3.7872 -4.4724 -0.7875 0.1 0.0 0.0 0.0000
H 2.7470 -5.7407 0.5943 0.0 0.0 0.0 0.0000
H 3.2382 -6.7176 2.7881 -0.1 -0.1 0.0 0.0000
H 2.3259 -5.7031 4.8458 0.0 0.0 0.0 0.0000
H 0.9547 -3.6502 4.6997 0.0 0.0 0.0 0.0000
H 0.5671 -2.5857 2.4953 0.0 0.1 0.1 -0.0001
C 1.2101 0.3797 6.0631 -0.1 -0.1 0.2 0.0027
O 1.7020 0.9493 4.8508 0.1 0.1 -0.1 0.0048
C 0.8897 1.0314 3.8100 -0.3 0.1 -0.1 0.0088
S -0.6526 0.3664 3.7723 -0.2 -0.3 0.0 0.0421
S 1.4494 1.9013 2.4759 -0.2 -0.1 -0.2 0.0331
H 2.0629 0.3358 6.7348 0.0 0.0 0.0 0.0002
H 0.8020 -0.6153 5.8869 0.1 0.0 0.0 0.0011
H 0.4282 1.0144 6.4832 0.0 0.0 0.0 0.0005
C 6.4183 -1.9291 2.7555 0.1 0.0 0.0 0.0000
C 6.7008 -1.7745 1.4061 0.0 0.0 0.0 0.0000
C 5.8203 -1.0868 0.5827 0.0 0.0 -0.2 0.0000
C 4.6471 -0.5478 1.0982 0.1 -0.2 0.1 0.0001
C 4.3657 -0.7217 2.4503 -0.2 0.0 -0.1 0.0002
C 5.2426 -1.4074 3.2744 0.1 0.0 0.0 0.0000
As 3.4407 0.6352 0.0985 0.6 0.0 -0.1 0.0003
C 4.5985 2.1475 0.6013 0.1 0.3 -0.1 0.0003
C 4.6419 2.8097 1.8184 0.0 0.0 0.1 0.0011
C 5.5580 3.8313 2.0304 0.0 0.0 0.0 0.0001
C 6.4334 4.2032 1.0199 0.0 0.1 0.0 0.0000
C 6.4172 3.5325 -0.1911 0.0 0.0 -0.1 0.0000
C 5.5154 2.4932 -0.4014 -0.1 0.1 0.2 0.0001
C 5.4340 1.6759 -1.6158 -0.1 -0.2 -0.1 0.0000
C 6.2472 1.8025 -2.7378 0.0 0.0 0.0 0.0000
C 6.0618 0.9616 -3.8249 0.0 0.1 0.0 0.0000
C 5.0556 0.0056 -3.8104 0.0 0.0 -0.1 0.0000
C 4.2468 -0.1314 -2.6898 -0.1 -0.1 0.1 0.0000
C 4.4478 0.6793 -1.5821 0.0 0.0 -0.1 -0.0001
H 7.1192 -2.4472 3.3979 0.0 0.0 0.0 0.0000
H 7.6170 -2.1780 0.9929 0.0 0.0 0.0 0.0000
H 6.0620 -0.9609 -0.4665 0.0 0.0 0.0 0.0000
H 3.4533 -0.3058 2.8633 0.0 0.0 0.0 0.0002
H 5.0123 -1.5208 4.3255 0.0 0.0 0.0 0.0000
H 3.9687 2.5275 2.6141 0.0 0.0 0.0 0.0012
H 5.5844 4.3404 2.9854 0.0 0.0 0.0 0.0000
H 7.1357 5.0108 1.1823 0.0 0.0 0.0 0.0000
H 7.1133 3.8139 -0.9714 0.0 0.0 0.0 0.0000
H 7.0339 2.5457 -2.7691 0.0 0.0 0.0 0.0000
H 6.7035 1.0591 -4.6914 0.0 0.0 0.0 0.0000
H 4.9044 -0.6317 -4.6723 0.0 0.0 0.0 0.0000
H 3.4689 -0.8861 -2.6713 0.0 0.0 0.0 0.0000
```
Positions in Å, forces in eV/Å.

Summary:
**Max |F|**: 0.83 eV Å⁻¹
**E_tot**: -11665.41784 Eh
**⟨S²⟩**: 6.009
**Total charge**: 0
**Highest occupied orbital energy (spin up / spin down)**: -7.74 / -7.75 eV
**2S+1**: 5
**ΔE to the lowest compared entry with this formula, charge and spin**: 0.0 kcal per mole

=====

Below is a structure of composition C30H44BBrCl2F24NbO6 in a non-equilibrium geometry, with properties calculated with ωB97M-V with the def2-TZVPD basis set.

XYZ file:
```
109
Properties=species:S:1:pos:R:3:forces:R:3:lowdin_charge:R:1
C -5.2881 1.1167 2.6190 -0.2 -0.1 -0.1 -0.1066
C -6.3856 0.4595 1.7462 0.3 0.2 -0.1 -0.2415
C -5.8941 0.0283 0.3434 0.1 0.1 0.2 -0.2200
C -6.8148 0.4376 -0.8182 0.0 -0.2 -0.1 -0.2067
C -6.7794 -0.5230 -2.0256 0.2 -0.2 0.1 -0.2140
C -5.9038 -0.0262 -3.1784 0.1 0.1 0.0 -0.2211
C -4.4204 0.0983 -2.8118 0.0 -0.2 0.1 -0.2014
C -3.7589 -1.2518 -2.4702 -0.1 0.1 0.1 -0.2005
C -2.2540 -1.3173 -2.8211 -0.1 -0.2 0.5 -0.2920
C -1.7871 -2.6598 -3.4257 -0.4 0.4 -0.5 -0.3492
Nb -0.3922 -2.5575 -5.1538 2.8 -0.3 0.3 1.3168
Br 0.8704 -2.2380 -7.4213 -0.4 0.1 0.4 -0.0317
C 0.3883 -0.4659 -4.5631 -1.1 0.7 -0.8 -0.3672
O 1.8125 -0.5569 -4.6808 -0.1 -0.3 0.0 -0.3320
C 2.5759 -0.0091 -3.6443 0.5 -0.2 0.5 -0.1461
B -2.2428 -1.4997 -6.1667 -0.4 -0.4 -0.5 -0.7571
O -3.1915 -2.1995 -6.9227 0.2 -0.3 0.7 0.0254
O -2.5202 -0.1239 -6.0143 -0.4 -0.3 0.0 0.0237
C 1.2257 -3.9079 -4.2183 0.0 -0.8 0.5 -0.8078
Cl 1.9386 -5.1089 -5.2941 0.0 0.0 0.0 0.4484
C 1.6917 -3.8654 -2.9627 -0.3 0.3 -0.2 -0.8524
C 1.1894 -2.9171 -1.9033 0.1 -0.1 0.3 -0.1628
Cl 2.9716 -4.9151 -2.3580 0.0 -0.1 0.0 0.5642
H -4.3160 1.0828 2.1190 -0.1 0.0 0.1 0.0599
H -5.5153 2.1692 2.8120 0.1 -0.1 0.0 0.0683
H -5.1873 0.6094 3.5795 0.0 0.1 -0.1 0.0467
H -7.2123 1.1671 1.6258 0.0 -0.1 0.1 0.0925
H -6.7757 -0.4158 2.2736 -0.1 0.1 -0.1 0.0969
H -4.8989 0.4626 0.1936 -0.1 -0.1 -0.1 0.0910
H -5.7555 -1.0587 0.3256 0.0 0.1 0.0 0.1043
H -6.5210 1.4358 -1.1672 -0.2 0.0 0.1 0.1111
H -7.8439 0.5086 -0.4484 0.1 0.0 0.0 0.0994
H -7.7940 -0.7282 -2.3854 0.1 0.2 0.0 0.1015
H -6.3894 -1.4896 -1.6786 -0.1 0.1 -0.1 0.0980
H -5.9987 -0.6951 -4.0439 0.0 0.0 0.1 0.1067
H -6.2759 0.9522 -3.5119 0.0 -0.1 0.0 0.1069
H -3.8770 0.5470 -3.6485 -0.1 0.0 0.0 0.1002
H -4.3326 0.7733 -1.9509 0.1 0.1 -0.2 0.0974
H -3.8875 -1.4532 -1.3985 -0.1 -0.1 -0.1 0.0979
H -4.3083 -2.0464 -2.9923 0.2 0.0 -0.1 0.1040
H -1.6923 -1.1589 -1.8899 0.1 0.2 -0.2 0.0977
H -2.0123 -0.4741 -3.4713 -0.1 -0.1 0.0 0.0559
H -2.6662 -3.1619 -3.8608 0.2 0.0 0.0 0.0333
H -1.4252 -3.3537 -2.6571 0.1 0.1 -0.1 0.0334
H -1.2043 -4.0164 -5.9044 -0.5 0.6 -0.2 -0.0674
H 0.0876 -0.1530 -3.5535 0.1 -0.1 0.0 0.0389
H 0.0149 0.3101 -5.2482 0.2 0.1 0.2 0.0355
H 3.1661 0.8576 -3.9727 -0.2 0.0 -0.1 0.0730
H 3.2906 -0.7670 -3.2905 0.0 0.1 -0.1 0.0869
H 1.9875 0.2915 -2.7687 -0.1 0.0 -0.2 0.0778
H -4.0666 -2.1206 -6.5363 -0.4 0.4 -0.3 0.0694
H -1.8971 0.3986 -6.5175 0.4 0.2 0.2 0.0677
H 0.8944 -1.9553 -2.3243 -0.1 -0.1 -0.1 0.0423
H 1.9707 -2.7325 -1.1613 0.0 0.0 -0.1 0.0589
H 0.3348 -3.3330 -1.3563 0.1 0.0 -0.1 0.0719
C 1.0512 -0.4045 4.4725 0.3 0.1 0.3 -0.0324
C 0.9679 -0.4856 2.9414 -0.2 -0.1 0.0 -0.4434
C 0.7053 0.8084 2.1600 0.2 0.0 0.0 -0.3095
F -0.4759 1.3577 2.5059 -0.1 0.0 0.1 0.0963
F 0.6680 0.5149 0.8460 0.0 0.0 0.0 0.1067
F 0.0892 -1.4352 2.5733 0.0 0.0 0.0 0.1431
F 2.2116 -0.8803 2.5368 0.1 0.0 0.0 0.1025
O -0.1059 -0.7548 5.2207 -0.3 -0.1 -0.4 0.0540
C -1.0886 0.1303 5.5358 0.2 0.0 0.1 -0.5439
C -2.4399 -0.2422 4.9083 0.0 -0.1 0.0 -0.2851
F -2.3286 -0.3326 3.5744 0.0 0.1 -0.1 0.1083
F -3.3352 0.7262 5.2081 0.1 0.0 0.1 0.0923
F -0.7489 1.3981 5.2696 0.0 0.1 -0.1 0.1602
F -1.2760 0.0532 6.8883 0.0 0.0 0.1 0.1117
H 1.7701 -1.1766 4.7412 0.0 0.0 0.0 0.1512
H 1.4648 0.5503 4.7977 -0.1 0.1 -0.1 0.1332
H 1.5066 1.5295 2.3419 0.0 0.0 0.0 0.1731
H -2.7875 -1.1967 5.3079 0.0 0.0 0.0 0.1766
C 0.4651 2.8129 10.2942 -0.5 0.0 0.3 -0.0351
C 1.0966 2.8446 8.8952 0.2 0.1 0.1 -0.4402
C 1.4052 1.5088 8.2123 -0.1 0.0 -0.1 -0.2994
F 2.2935 0.7825 8.9166 0.1 0.0 0.1 0.1024
F 1.9480 1.7665 6.9959 0.0 0.0 0.0 0.0918
F 2.1915 3.6304 8.8949 0.0 0.0 0.0 0.1385
F 0.1619 3.4293 8.0896 -0.1 0.0 0.0 0.1046
O 1.3127 2.9814 11.4179 0.5 0.1 -0.4 0.0516
C 1.9560 1.9472 12.0332 -0.2 0.1 0.1 -0.5501
C 3.4857 2.0832 11.9566 0.0 0.1 0.1 -0.2897
F 3.8999 2.1738 10.6811 0.0 0.0 -0.1 0.1049
F 4.0415 0.9848 12.5131 0.0 0.0 0.0 0.0999
F 1.5423 0.7500 11.5932 0.0 -0.1 -0.1 0.1571
F 1.6526 2.0161 13.3531 -0.1 -0.1 0.0 0.1366
H -0.1686 3.6982 10.3165 0.0 0.0 0.0 0.1498
H -0.1867 1.9460 10.4079 0.1 -0.1 -0.1 0.1492
H 0.4920 0.9294 8.0708 0.0 0.0 0.0 0.1536
H 3.8022 2.9720 12.5051 0.0 0.0 0.0 0.1738
C 5.4417 -0.2215 -6.2434 -0.3 -0.3 0.4 -0.0181
C 5.7454 -0.1437 -7.7464 0.0 0.2 0.0 -0.4431
C 7.1809 -0.4261 -8.2098 0.0 -0.2 0.0 -0.3071
F 8.0715 0.4394 -7.6865 0.0 0.1 0.1 0.0908
F 7.2321 -0.3054 -9.5564 0.0 0.0 0.0 0.0931
F 5.3200 1.0329 -8.2497 0.1 0.0 0.0 0.1363
F 5.0230 -1.1354 -8.3355 -0.1 -0.1 0.1 0.1090
O 5.4176 1.0114 -5.5260 0.3 0.1 -0.6 0.0436
C 6.5406 1.5551 -4.9873 -0.2 0.0 0.2 -0.5533
C 6.8802 2.9266 -5.5955 -0.1 0.1 0.1 -0.2878
F 7.0332 2.8599 -6.9282 0.1 -0.1 -0.1 0.1029
F 8.0433 3.3635 -5.0550 0.0 0.0 0.0 0.0900
F 7.5968 0.7272 -5.0080 0.1 -0.1 -0.1 0.1518
F 6.2732 1.8156 -3.6800 0.0 0.0 0.1 0.1291
H 4.4182 -0.5945 -6.1728 0.0 0.1 -0.1 0.1485
H 6.0700 -0.9591 -5.7443 0.2 0.1 -0.1 0.1494
H 7.4659 -1.4452 -7.9375 0.0 0.0 0.0 0.1714
H 6.0822 3.6325 -5.3594 0.0 0.0 0.0 0.1732
```
Positions in Å, forces in eV/Å.

Summary:
**Max |F|**: 2.80 eV Å⁻¹
**E_tot**: -7593.94506 Eh
**Total charge**: -1
**Highest occupied orbital energy**: -4.71 eV